Record 1
A molecular structure, C4H5HgO3 at a distorted geometry. Source: the Open Molecules 2025 dataset; level of theory: ωB97M-V/def2-TZVPD.

Results
Energy relative to the best compared isomer or geometry (same formula, charge and spin) ... 0.000 eV
<S²> ... 0.753
Kohn-Sham gap (spin up / spin down) ... 7.498 / 5.241 eV
Energy ... -534.44453 Ha
HOMO (spin up / spin down) ... -7.11 / -7.11 eV

Geometry as ORCA input:
```
! RIJCOSX wB97M-V def2-TZVPD def2/J DEFGRID3
* xyz 0 2
C -1.7608 -0.6337 -0.2851
H -1.6843 -0.7002 -1.3788
H -2.6752 -0.0779 -0.0281
H -1.8546 -1.6461 0.1312
C -0.2699 1.4317 -0.2156
C -0.5708 0.0855 0.2904
O 0.9320 -0.6433 -0.0714
C 1.7709 0.3692 -0.1169
O 1.2065 1.5373 -0.0682
O 2.9882 0.1667 -0.0286
H -0.7025 2.2245 0.4090
H -0.5308 -0.0161 1.3905
Hg 3.1512 -2.0978 -0.0284
*
```


Record 2
C4H5IN2O2 in the gas phase at a distorted geometry. Source: the Open Molecules 2025 dataset; level of theory: ωB97M-V/def2-TZVPD.

Results
Energy relative to the best compared isomer or geometry (same formula, charge and spin) ... 1.068 eV
Kohn-Sham gap ... 9.275 eV
Energy ... -713.09854 Ha
HOMO ... -9.27 eV

Geometry as ORCA input:
```
! RIJCOSX wB97M-V def2-TZVPD def2/J DEFGRID3
* xyz 0 1
C 0.1565 -1.0254 1.9752
C 2.1645 -1.1195 0.3873
C -0.6444 -0.6172 0.7404
C 0.2362 0.4264 0.0440
N 1.4297 -0.3277 -0.3819
N 1.3991 -1.3713 1.7005
O -0.2848 -1.0052 3.0799
O 3.1345 -1.7219 0.1343
I 2.6635 -1.9596 3.1491
H -0.6632 -1.4415 0.0892
H -1.6332 -0.2530 0.9465
H -0.1929 0.8121 -0.9576
H 0.5183 1.1792 0.8839
H 1.5096 -0.4118 -1.4139
*
```